Model A:
Molecular formula: C10H13NO3
Method: DFT, wB97M-V/def2-TZVPD

```
! wB97M-V def2-TZVPD RIJCOSX def2/J DEFGRID3
* xyz 0 1
C -2.4842 -1.0093 0.9225
C -2.1487 -0.0569 -0.2664
C -1.8389 1.3016 0.1560
C 0.0319 -1.1201 -1.3129
C 1.1932 -0.4399 -0.7433
C 2.2669 -1.1932 -0.1457
C 3.3600 -0.6253 0.4897
C 3.4686 0.7071 0.5210
C 2.4682 1.4955 -0.0258
C 1.3528 0.9169 -0.6645
H -1.8146 -1.5944 2.9454
H -3.0544 -1.9394 0.4506
H -3.1804 -0.3404 1.5835
H -3.2148 0.0600 -0.7393
H -2.5642 1.5845 0.9123
H -1.0315 1.3070 0.8594
H -1.1816 1.8750 -1.4040
H -1.7714 -0.9632 -2.0033
H 2.3712 -2.3529 0.0023
H 4.1296 -1.1862 1.1054
H 4.5105 1.1207 0.6797
H 2.6437 2.6298 -0.0143
H 0.6651 1.6724 -1.0724
N -1.1983 -0.4982 -1.2664
O -1.2472 -1.3568 1.6567
O -1.9528 2.2378 -0.7917
O 0.2214 -2.2321 -1.8346
*
```

Computed properties:
Lowest unoccupied orbital energy ... -0.49 eV



Model B:
Molecular formula: C10H13NO3
Method: DFT, wB97M-V/def2-TZVPD

```
! wB97M-V def2-TZVPD RIJCOSX def2/J DEFGRID3
* xyz 0 1
O -0.9347 1.2596 1.3920
C -0.2503 1.4916 0.4272
N -0.5510 1.1583 -0.8464
C -1.6552 0.2784 -1.1736
C -1.1772 -1.1260 -1.4449
C -1.2179 -1.6667 -2.7220
C -0.7463 -2.9475 -2.9560
C -0.2223 -3.6945 -1.9156
C -0.1739 -3.1591 -0.6387
C -0.6495 -1.8820 -0.4046
O 0.9278 2.1663 0.4616
C 1.3363 2.6421 1.7351
C 1.8778 1.5190 2.6215
O 2.5222 2.1207 3.7209
H 0.1543 1.3247 -1.5466
H -2.3217 0.2920 -0.3071
H -2.1828 0.6814 -2.0426
H -1.6263 -1.0859 -3.5371
H -0.7864 -3.3613 -3.9530
H 0.1468 -4.6929 -2.0985
H 0.2323 -3.7405 0.1758
H -0.6192 -1.4599 0.5892
H 2.1289 3.3667 1.5428
H 0.4989 3.1323 2.2403
H 2.5860 0.9124 2.0365
H 1.0468 0.8810 2.9462
H 2.7738 1.4354 4.3485
*
```

Computed properties:
Lowest unoccupied orbital energy ... 0.80 eV
SMILES string ... O=C(NCc1ccccc1)OCCO



Most stable to least stable, the ends of the list are model B and model A.



Model A:
Molecular formula: C4H12Cl2LiO10
Method: DFT, wB97M-V/def2-TZVPD

```
! wB97M-V def2-TZVPD RIJCOSX def2/J DEFGRID3
* xyz -1 1
Li 12.4004 22.0610 0.1901
Cl 11.0830 20.4027 5.7791
O 10.9266 20.7313 4.3491
O 10.1657 21.1369 6.6573
O 10.8144 18.9697 5.9179
O 12.4050 20.6773 6.2069
Cl 9.4792 23.6484 -2.7347
O 10.7409 23.1502 -3.0201
O 9.4411 23.9307 -1.3209
O 9.3282 24.8452 -3.4256
O 8.4918 22.6460 -3.1895
C 10.5427 17.5679 -0.5439
C 12.0454 17.6293 -0.2468
O 12.4801 18.8060 -0.8797
H 10.0064 16.8292 0.0518
H 10.3588 17.3117 -1.5873
H 10.0679 18.4877 -0.2024
H 12.6019 16.8185 -0.7167
H 12.2117 17.6593 0.8300
H 12.4076 18.5223 -1.7939
C 14.5753 25.8096 2.4988
C 15.6740 24.7472 2.2074
O 15.0918 23.7055 1.3328
H 15.0569 26.6358 3.0218
H 13.7295 25.5115 3.1184
H 14.1711 26.1714 1.5534
H 16.2278 24.3876 3.0747
H 16.4078 25.2246 1.5580
H 15.7677 23.0434 1.1700
*
```

Computed properties:
Lowest unoccupied orbital energy ... 0.41 eV



Model B:
Molecular formula: C4H12Cl2LiO10
Method: DFT, wB97M-V/def2-TZVPD

```
! wB97M-V def2-TZVPD RIJCOSX def2/J DEFGRID3
* xyz -1 1
Li -0.0922 0.7251 -0.3881
Cl -1.0586 3.8067 -1.8974
O -0.6911 5.1559 -1.5184
O -2.4738 3.6143 -1.7711
O -0.6327 3.5625 -3.2333
O -0.4115 2.8846 -0.9755
Cl -1.6749 -1.4497 -2.4442
O -0.5062 -0.8595 -1.7935
O -2.7932 -0.5666 -2.2431
O -1.3823 -1.6125 -3.8338
O -1.9518 -2.7116 -1.8135
C -1.8155 -1.9891 2.1868
C -1.0312 -0.7069 2.3874
O -1.1913 0.1785 1.2825
H -1.9811 -2.5456 3.1112
H -1.3097 -2.6215 1.4588
H -2.8149 -1.7602 1.8080
H 0.0288 -0.9617 2.3719
H -1.3253 -0.2152 3.3177
H -2.0581 0.5988 1.3254
C 3.8077 -0.5204 0.0826
C 2.3377 -0.5413 0.4263
O 1.7787 0.7893 0.3402
H 4.2316 -1.5301 0.1159
H 4.3997 -0.0034 0.8501
H 4.1138 -0.0880 -0.8691
H 2.1847 -0.8355 1.4698
H 1.8188 -1.2009 -0.2710
H 2.4940 1.4038 0.5174
*
```

Computed properties:
Lowest unoccupied orbital energy ... 2.13 eV



Most stable to least stable, the ends of the list are model B and model A.



Model A:
Molecular formula: C2H8N3S
Method: DFT, wB97M-V/def2-TZVPD

```
! wB97M-V def2-TZVPD RIJCOSX def2/J DEFGRID3
* xyz 1 1
C -1.0190 -0.2646 0.7891
C 0.2152 -0.1708 0.1681
N 2.1111 1.1473 -0.4091
N 0.8716 1.0129 0.1788
N 0.8481 -1.2173 -0.3938
S -4.1498 0.3341 -0.2001
H -1.5314 -1.2068 0.8213
H -1.4642 0.5643 1.3056
H 2.4073 2.1099 -0.4987
H 2.8324 0.5729 0.0240
H 0.3906 1.8336 0.5245
H 1.5965 -1.0293 -1.0430
H 0.3638 -2.0923 -0.4879
H -4.6727 -0.7941 -0.6749
*
```

Computed properties:
Lowest unoccupied orbital energy (alpha / beta) ... -7.67 / -7.68 eV



Model B:
Molecular formula: C2H8N3S
Method: DFT, wB97M-V/def2-TZVPD

```
! wB97M-V def2-TZVPD RIJCOSX def2/J DEFGRID3
* xyz 1 1
C 0.6972 -0.5452 -0.6355
C -0.6369 0.0794 -0.9558
N -0.1837 -1.5744 1.3626
N 0.7505 -1.3864 0.3947
N -0.8067 1.4042 -1.1274
S 1.4540 -0.4408 -2.1542
H 1.6319 1.1486 -0.2211
H -1.4822 -0.6036 -1.1476
H -0.4895 -0.8327 1.9018
H -0.9313 -2.2176 1.0526
H 1.3489 -2.1882 0.5116
H 2.2498 1.5088 0.4603
H 0.0401 2.1264 -1.1920
H -1.7664 1.6992 -1.1755
*
```

Computed properties:
Lowest unoccupied orbital energy ... -5.49 eV



Model C:
Molecular formula: C2H8N3S
Method: DFT, wB97M-V/def2-TZVPD

```
! wB97M-V def2-TZVPD RIJCOSX def2/J DEFGRID3
* xyz 1 1
C -0.9502 -0.4382 0.1258
C 0.4496 0.9291 -1.3491
N 0.4694 0.4763 1.1550
N 0.8188 -0.2566 2.2404
N -0.5220 -0.2251 -1.3123
S 1.6555 0.4515 -0.1143
H -0.8384 -1.4511 0.6215
H -1.7170 0.2451 0.5104
H 0.9344 0.9893 -2.2724
H -0.0577 1.9726 -1.1496
H 1.0192 -1.2251 2.0067
H 0.2731 -0.1756 3.0398
H -0.0720 -1.1793 -1.6356
H -1.4629 -0.1130 -1.8663
*
```

Computed properties:
Lowest unoccupied orbital energy ... -3.66 eV



Most stable to least stable, the ends of the list are model C and model B.



Model A:
Molecular formula: C3H3N2
Method: DFT, wB97M-V/def2-TZVPD

```
! wB97M-V def2-TZVPD RIJCOSX def2/J DEFGRID3
* xyz 1 3
C 2.0863 -0.0379 -0.0113
C -1.5518 0.6675 0.0025
C 0.2535 -0.9746 0.0725
N 3.1359 0.3621 -0.0250
N -0.6525 -0.2084 -0.0547
H -1.8781 0.9746 1.0609
H -1.8129 1.1772 -0.9820
H 0.4196 -1.9604 -0.0629
*
```

Computed properties:
Lowest unoccupied orbital energy (alpha / beta) ... -5.47 / -10.77 eV



Model B:
Molecular formula: C3H3N2
Method: DFT, wB97M-V/def2-TZVPD

```
! wB97M-V def2-TZVPD RIJCOSX def2/J DEFGRID3
* xyz 1 3
C 0.2056 -0.0049 1.2677
C -0.0997 1.0164 0.4438
C 0.1117 -0.7432 -0.5280
N 0.2062 -1.1780 0.6820
N -0.5033 1.7496 -0.3533
H 0.4262 -1.0347 -1.4577
H 0.3233 -2.0887 1.1320
H -0.6699 2.2834 -1.1864
*
```

Computed properties:
Lowest unoccupied orbital energy (alpha / beta) ... -6.17 / -6.77 eV



Most stable to least stable, the ends of the list are model B and model A.



Model A:
Molecular formula: C7H16N
Method: DFT, wB97M-V/def2-TZVPD

```
! wB97M-V def2-TZVPD RIJCOSX def2/J DEFGRID3
* xyz 1 1
C -1.3475 -1.2671 -2.5188
C -1.4907 -0.0007 -1.7059
C -1.0219 0.3628 -0.5072
C -1.4300 1.6792 0.0227
C -0.1308 -0.6043 0.3209
C 1.2258 -0.1240 0.7134
C 1.2324 1.1380 1.5091
N 2.0008 -1.2598 1.4081
H -0.6996 -1.9828 -2.0299
H -0.8062 -1.0202 -3.4450
H -2.2267 -1.8455 -2.7582
H -1.9876 0.7554 -2.3229
H -0.6898 2.4641 -0.1305
H -2.4489 1.8376 -0.3272
H -1.4936 1.8305 1.1269
H -0.1490 -1.5388 -0.2175
H -0.7717 -0.7737 1.2056
H 1.8097 0.0616 -0.2069
H 2.2545 1.4324 1.8403
H 0.5879 1.1252 2.3900
H 1.1350 2.0569 0.9417
H 2.0564 -2.0201 0.7381
H 2.8725 -0.8015 1.6764
H 1.5191 -1.5054 2.2766
*
```

Computed properties:
Lowest unoccupied orbital energy ... -3.57 eV
SMILES string ... C/C=C(/C)C[C@@H](C)[NH3+]



Model B:
Molecular formula: C7H16N
Method: DFT, wB97M-V/def2-TZVPD

```
! wB97M-V def2-TZVPD RIJCOSX def2/J DEFGRID3
* xyz 1 1
C -1.2635 -1.5247 -0.0129
C -0.2996 -0.6154 -0.6171
C -1.5218 -0.1029 -0.1404
C -2.6340 0.6074 -0.9340
C 2.5931 -0.8715 -0.6885
C 1.9595 1.2169 0.6438
C 1.7643 -0.3014 0.3392
N -1.3546 0.6247 1.1422
H -1.8854 -2.1214 -0.6849
H -1.0962 -1.9728 0.9971
H 0.0592 -0.6460 -1.7111
H -3.5933 0.5131 -0.4040
H -2.8560 0.1018 -1.9641
H -2.5838 1.6070 -1.3226
H 3.8073 -0.6788 -0.4294
H 2.3819 -0.5579 -1.6155
H 2.5006 -1.9927 -0.7447
H 1.1578 1.8081 0.9912
H 2.3689 1.7276 -0.1757
H 2.8052 1.1386 1.4490
H 1.6927 -0.6595 1.3810
H -1.6418 1.6067 1.1380
H -0.3412 0.7257 1.4787
H -2.0195 0.3676 1.8848
*
```

Computed properties:
Lowest unoccupied orbital energy ... -3.37 eV



Most stable to least stable, the ends of the list are model A and model B.



Model A:
Molecular formula: C6H10ClN2
Method: DFT, wB97M-V/def2-TZVPD

```
! wB97M-V def2-TZVPD RIJCOSX def2/J DEFGRID3
* xyz 1 1
C 0.4439 -1.2512 -0.5188
C 0.4470 0.0990 0.2249
C 1.3507 -0.3375 1.3730
C 1.0954 1.2453 -0.4552
C -0.9717 0.1845 0.5321
Cl -1.7854 -0.1430 1.9790
C -1.9586 0.4264 -0.8664
N -3.1756 0.3270 -0.7976
N -4.2594 0.0373 -0.8303
H -0.3210 -1.2513 -1.3008
H 1.3385 -1.4338 -1.0684
H 0.3127 -2.0807 0.2076
H 1.8966 0.5982 1.8014
H 0.9917 -0.9573 2.2148
H 2.1736 -0.8723 0.9637
H 2.2104 1.3497 -0.3130
H 0.8069 1.3932 -1.4911
H 0.6377 2.1559 -0.0152
H -1.2336 0.5107 -1.6397
*
```

Computed properties:
Lowest unoccupied orbital energy (alpha / beta) ... -6.37 / -6.37 eV
SMILES string ... CC(C)(C)/C(Cl)=C/[N+]#N



Model B:
Molecular formula: C6H10ClN2
Method: DFT, wB97M-V/def2-TZVPD

```
! wB97M-V def2-TZVPD RIJCOSX def2/J DEFGRID3
* xyz 1 1
C 2.1899 -1.4065 -0.8169
C 1.9385 -0.3891 0.3110
Cl 2.8509 1.1284 -0.0149
N 0.5266 -0.1332 0.3858
C -0.2469 -0.4987 1.4283
C -1.4416 0.0732 1.2354
N -1.4194 0.6936 0.0166
C -2.5470 1.3412 -0.5028
C -0.2391 0.6974 -0.5445
H 3.0961 -1.9240 -0.4670
H 1.3140 -2.0422 -0.8515
H 2.4622 -0.9033 -1.7263
H 2.3125 -0.9545 1.1514
H 0.0116 -1.1288 2.2854
H -2.3778 -0.1077 1.8548
H -2.2880 2.2909 -1.0770
H -2.9112 0.6887 -1.2387
H -3.3061 1.5005 0.1200
H 0.0749 1.0741 -1.5492
*
```

Computed properties:
Lowest unoccupied orbital energy ... -3.74 eV
SMILES string ... C[C@@H](Cl)[n+]1ccn(C)c1



Most stable to least stable, the ends of the list are model B and model A.